[1]
DFT (the ωB97M-V functional and the def2-TZVPD basis) results for 2 unconnected molecules or ions with the total composition C9H16N3O.

XYZ file:
```
29
C9H16N3O the ωB97M-V functional and the def2-TZVPD basis
C -2.50044 -1.20584 -0.59951
C -2.00010 0.14481 1.32876
N -2.34515 0.10991 0.04435
N -2.22055 -0.88636 2.17238
N -1.66337 1.31215 1.86365
H -1.96550 0.80003 -0.58736
H -2.22144 -1.80671 1.76412
H -1.86466 -0.75784 3.10491
H -1.51235 2.16127 1.33873
H -1.43162 1.51565 2.82403
H -1.80592 -1.96359 -0.25127
H -2.42297 -1.08197 -1.68266
H -3.50341 -1.59682 -0.30084
C 1.30858 0.86292 -3.03675
C 1.36522 1.38704 -0.54510
C 1.40538 0.46322 -1.62025
C 1.67603 1.04666 0.76723
C 1.62873 -0.85115 -1.19299
C 2.11809 -0.23302 1.02695
C 2.04772 -1.22773 0.07711
O 2.36036 -0.48419 2.37493
H 1.17045 2.41736 -0.80065
H 1.77585 1.81334 1.52976
H 1.27837 0.08450 -3.78998
H 2.19046 1.45395 -3.34038
H 1.40563 -1.61858 -1.94999
H 2.16905 -2.29074 0.22477
H 3.13419 -1.02594 2.53697
H 0.42336 1.45767 -3.28092
```

The total energy is -591.8329 Eh. Its total charge is +1. Its energy above the lowest of the compared OMol25 structures with the same formula, charge and spin is 14.2 kcal/mol. For the HOMO-LUMO gap, the calculation gives 0.3210 Eh.

=====

[2]
DFT (the ωB97M-V functional and the def2-TZVPD basis) results for a gas-phase ion, C9H16N3O3S2 (charge -1).

XYZ file:
```
33
C9H16N3O3S2 the ωB97M-V functional and the def2-TZVPD basis
C 2.76549 -0.55314 -0.04060
N 2.94600 0.26390 -1.19150
C 2.23003 1.26896 -1.68473
O 2.64697 1.85805 -2.65441
C 0.82767 1.66930 -1.01458
C 0.96652 2.56877 0.18880
S 2.18759 3.82399 -0.05179
N -0.13760 0.71976 -0.47436
C -0.83728 -0.19915 -1.13556
O -0.60229 -0.52353 -2.26842
C -1.97531 -0.75798 -0.42467
C -2.93768 0.39997 -0.06698
S -2.46830 1.04246 1.56016
N -1.78507 -1.54323 0.75055
C -1.46922 -2.77826 0.91399
C -1.05506 -3.34417 2.21929
O -1.30531 -3.56148 -0.03042
H 2.29158 -1.51515 -0.45719
H 3.80353 -0.77912 0.19664
H 2.13067 0.03448 0.72447
H 3.82845 0.06411 -1.68513
H 0.27890 2.25260 -1.77137
H -0.01984 3.00240 0.26407
H 1.27293 2.15348 1.15709
H 1.31811 4.77717 -0.54287
H -0.68862 1.11056 0.38069
H -2.66894 -1.29689 -1.20692
H -4.03555 0.14615 -0.10474
H -2.84079 1.14421 -0.88745
H -1.84524 -1.10237 1.61781
H -0.10002 -2.95312 2.54060
H -0.89978 -4.35733 2.19639
H -1.82256 -3.03543 2.98313
```

The total energy is -1538.9453 Eh. Its total charge is -1. Its energy above the lowest of the compared OMol25 structures with the same formula, charge and spin is 47.8 kcal/mol. For the HOMO-LUMO gap, the calculation gives 0.2500 Eh.

=====

[3]
DFT (the ωB97M-V functional and the def2-TZVPD basis) results for a gas-phase ion, C9H16N5OS (charge +1).

XYZ file:
```
32
C9H16N5OS the ωB97M-V functional and the def2-TZVPD basis
H 1.36361 2.83317 -3.61215
N 1.67364 2.05056 -3.04814
C 2.88411 1.76738 -2.91798
C 3.22827 0.56033 -2.10510
C 3.82588 -0.51071 -3.03143
C 1.96214 0.09372 -1.42396
C 2.00183 -0.84221 -0.37897
C 0.95918 -1.16128 0.48519
N -0.07848 -0.38795 0.65832
N -1.05314 -0.79127 1.52647
C -2.09853 0.03170 1.65799
O -2.09530 1.12062 0.93200
N -3.13534 -0.18407 2.45050
C -4.20911 0.79359 2.45827
C -3.26717 -1.29462 3.36660
N 0.84954 0.41245 -2.01341
S -0.67851 0.41798 -1.83528
H 3.71439 2.30863 -3.37584
H 3.97351 0.82479 -1.34789
H 4.71504 -0.12821 -3.52636
H 4.10502 -1.38822 -2.45570
H 3.09929 -0.80272 -3.78505
H 2.89575 -1.44150 -0.29694
H 1.06798 -2.06412 1.09228
H -0.97976 -1.68407 2.01026
H -1.33420 1.08364 0.29781
H -4.39089 1.15153 1.44659
H -5.11170 0.32648 2.84354
H -3.94944 1.64725 3.08637
H -2.36056 -1.88978 3.42516
H -3.48690 -0.91320 4.36515
H -4.09016 -1.93989 3.05170
```

The total energy is -1099.3885 Eh. Its total charge is +1. Its energy above the lowest of the compared OMol25 structures with the same formula, charge and spin is 0.0 kcal/mol. For the HOMO-LUMO gap (spin up / spin down), the calculation gives 0.2358 / 0.2360 Eh.

=====

[4]
DFT (the ωB97M-V functional and the def2-TZVPD basis) results for 2 unconnected molecules or ions with the total composition C9H16NO.

XYZ file:
```
27
C9H16NO the ωB97M-V functional and the def2-TZVPD basis
C -2.07206 -0.48204 2.46806
C -2.61774 0.93185 2.09950
N -1.13512 -1.23621 1.61878
H -1.48950 -0.43851 3.49005
H -3.00646 -1.13497 2.65603
H -3.41073 1.03982 1.34918
H -1.86961 1.65826 1.98581
H -0.96586 -2.10370 2.20234
H -1.68044 -1.59880 0.78401
H -0.23002 -0.74594 1.50343
H -3.31517 1.05956 2.95562
C 3.69926 -0.12777 -0.68533
C -0.45965 0.22507 -1.09395
C 0.15856 0.90684 0.01878
C 0.16029 -0.42423 -2.13859
C 1.48611 0.67419 0.13829
C 1.55883 -0.47781 -2.09490
C 2.22364 -0.15220 -0.84301
O -1.75268 0.48809 -0.92214
H -0.51842 1.54843 0.66801
H -2.27007 -0.00401 -1.61969
H -0.42689 -0.91935 -3.08924
H 1.98154 1.12228 0.86922
H 2.06438 -0.73358 -2.93616
H 4.22191 -1.07014 -1.07621
H 3.95794 -0.05556 0.38078
H 4.10127 0.68146 -1.29066
```

The total energy is -482.1994 Eh. Its total charge is +1. Its energy above the lowest of the compared OMol25 structures with the same formula, charge and spin is 58.6 kcal/mol. For the HOMO-LUMO gap, the calculation gives 0.2912 Eh.

=====

[5]
DFT (the ωB97M-V functional and the def2-TZVPD basis) results for 2 unconnected molecules or ions with the total composition C9H16NO2.

XYZ file:
```
28
C9H16NO2 the ωB97M-V functional and the def2-TZVPD basis
C -0.74158 -2.84975 -1.88446
C 0.52170 1.25761 0.43378
C 0.75186 -1.31063 0.22471
C -1.71333 0.06119 0.94496
C 1.04725 0.01745 1.15618
C -0.87140 1.10367 -0.06523
C -0.62424 -1.19579 -0.49846
C 2.53198 0.15157 1.34960
C -2.02701 0.06705 -2.03034
N -0.84161 0.14120 -1.21308
O -0.46874 -2.39995 -2.92433
O -1.61319 -1.24960 0.36820
H -0.87275 -3.90415 -1.55642
H 0.68164 1.98744 1.21661
H 1.17562 1.45166 -0.38730
H 1.46482 -1.48865 -0.51660
H 0.72440 -2.14104 0.89957
H -1.21633 -0.13774 1.94186
H -2.72211 0.37676 1.01112
H 0.60907 -0.28941 2.22917
H -1.40084 2.06601 -0.20686
H 2.97896 -0.77144 1.58885
H 2.76249 1.00122 2.06784
H 3.17263 0.55730 0.42804
H -2.83784 -0.38254 -1.40059
H -2.39731 0.97812 -2.29903
H -1.90996 -0.68054 -2.87761
H -0.03810 0.56065 -1.67511
```

The total energy is -557.3635 Eh. Its total charge is +1. Its energy above the lowest of the compared OMol25 structures with the same formula, charge and spin is 120.2 kcal/mol. For the HOMO-LUMO gap, the calculation gives 0.3478 Eh.

=====

[6]
DFT (the ωB97M-V functional and the def2-TZVPD basis) results for a gas-phase ion, C9H16NO2 (charge +1).

XYZ file:
```
28
C9H16NO2 the ωB97M-V functional and the def2-TZVPD basis
C 2.42363 1.91050 0.44869
C 1.62492 0.94225 -0.02236
C 0.52383 0.34620 0.60903
N 0.53947 0.19960 1.91455
C -0.48984 -0.56985 2.43948
C -1.42180 -0.86609 1.18526
C -0.77406 -0.01485 0.02348
C -1.39175 1.38798 0.04003
C -0.72265 -0.54385 -1.44401
O -0.26318 0.32343 -2.37603
C 0.35165 -1.64771 -1.45317
O 1.42830 -1.42986 -2.36586
H 3.18727 2.28833 -0.20566
H 2.39241 2.16457 1.50951
H 1.69033 0.77766 -1.04739
H 1.30471 0.31644 2.55967
H -1.07227 -0.01728 3.15551
H -0.16688 -1.50257 2.90108
H -1.39865 -1.87017 0.82263
H -2.45276 -0.58183 1.24908
H -0.54636 1.90936 -0.25328
H -1.71333 1.55580 0.99217
H -2.21063 1.55903 -0.66229
H -1.72789 -1.04260 -1.70154
H -0.95649 0.72125 -2.96382
H 0.83879 -1.82286 -0.51516
H -0.18084 -2.55390 -1.66233
H 1.18408 -1.93896 -3.17727
```

The total energy is -557.4386 Eh. Its total charge is +1. Its energy above the lowest of the compared OMol25 structures with the same formula, charge and spin is 73.1 kcal/mol. For the HOMO-LUMO gap, the calculation gives 0.3296 Eh.

=====

[7]
DFT (the ωB97M-V functional and the def2-TZVPD basis) results for a molecular structure, C9H16NO6V.

XYZ file:
```
33
C9H16NO6V the ωB97M-V functional and the def2-TZVPD basis
V 0.20625 -0.49029 -0.17353
O -1.40105 2.14587 0.47656
C -0.80086 2.08232 1.75670
C -0.93543 0.73596 2.45291
N 0.09688 -0.26297 2.11395
C -0.32570 -1.58449 2.59298
C -1.30427 -2.24438 1.61242
O -2.16628 -3.00248 2.02277
O -1.06728 -1.93691 0.38041
C 1.42728 0.14835 2.57798
C 2.29514 0.76662 1.47269
O 3.27054 1.42806 1.78902
O 1.91331 0.47633 0.27673
H -0.90922 1.58625 -0.14781
H -1.34053 2.81427 2.36097
H 0.24478 2.40762 1.72360
H -1.91026 0.31474 2.19977
H -0.91010 0.89642 3.54224
H -0.76799 -1.54092 3.59434
H 0.55486 -2.22797 2.63299
H 1.96526 -0.73273 2.93121
H 1.36416 0.84555 3.41923
C 0.69637 0.83663 -4.04168
C 0.32376 -0.42429 -3.27636
C -0.78791 -1.19721 -3.97030
O -0.07414 -0.08330 -1.98346
H 1.02749 0.61180 -5.06048
H 1.49592 1.36822 -3.52470
H -0.17002 1.50124 -4.09684
H 1.21514 -1.07239 -3.23634
H -1.68203 -0.57286 -4.04691
H -1.05126 -2.08458 -3.39349
H -0.49284 -1.50849 -4.97756
```

The total energy is -1802.9014 Eh. Its total charge is -1. For the HOMO-LUMO gap (spin up / spin down), the calculation gives 0.2564 / 0.3397 Eh. The multiplicity is 4. The expectation value of S² is 3.758.

=====

[8]
DFT (the ωB97M-V functional and the def2-TZVPD basis) results for a gas-phase ion, C9H16NOS (charge +1).

XYZ file:
```
28
C9H16NOS the ωB97M-V functional and the def2-TZVPD basis
C -0.24937 2.60736 -1.17855
O -0.71046 1.28957 -0.87700
C -0.59830 0.83402 0.36012
C 0.38090 0.82599 1.21779
C 1.66934 1.37554 1.03960
C 2.54308 0.75874 0.32090
C 2.28112 -0.70571 0.09596
C 1.25257 -1.25044 -0.55019
C 0.60680 -2.54564 -0.41767
N -0.25785 -2.44231 0.77412
S -2.09021 -0.02337 0.96133
C -3.16083 0.34032 -0.44593
H 0.83887 2.71437 -0.85541
H -1.01747 3.30632 -0.73115
H -0.14690 2.72753 -2.27557
H 0.16010 0.24882 2.15313
H 1.87454 2.47476 1.23195
H 3.52431 1.12810 0.30073
H 3.14400 -1.15980 0.70195
H 0.75182 -0.48083 -1.02424
H 1.32280 -3.28138 -0.48628
H -0.26028 -2.74214 -1.26698
H 0.19986 -2.24479 1.61635
H -0.80331 -3.34938 0.83224
H -0.93886 -1.59482 0.66549
H -4.08419 -0.16397 -0.26773
H -2.80502 0.02088 -1.36381
H -3.42707 1.33226 -0.53116
```

The total energy is -880.3136 Eh. Its total charge is +1. Its energy above the lowest of the compared OMol25 structures with the same formula, charge and spin is 69.2 kcal/mol. For the HOMO-LUMO gap, the calculation gives 0.3305 Eh.